DFT (ωB97M-V/def2-TZVPD) results for a structure of composition C2H20HfO9 at a distorted geometry.

Element x y z (Å)
1 Hf 0.009 -0.047 0.046
2 C -1.602 -0.511 2.720
3 O -1.321 -0.679 1.303
4 H -2.086 -1.392 3.172
5 H -2.079 0.418 2.855
6 H -0.614 -0.441 3.198
7 C 1.831 -0.778 -2.595
8 O 1.249 -0.779 -1.270
9 H 2.830 -0.390 -2.617
10 H 1.228 -0.195 -3.283
11 H 2.073 -1.846 -2.849
12 O -2.561 1.458 -0.075
13 H -3.108 1.159 -0.848
14 H -3.118 2.079 0.373
15 O 1.400 -0.737 1.537
16 H 1.835 -0.137 2.198
17 H 2.095 -1.390 1.312
18 O -0.083 1.451 -1.373
19 H -0.831 1.775 -1.898
20 H 0.744 1.934 -1.736
21 O 2.159 1.370 0.005
22 H 2.982 0.802 -0.143
23 H 2.426 2.294 0.165
24 O -1.405 -0.718 -1.417
25 H -1.193 -1.453 -2.015
26 H -2.246 -0.373 -1.707
27 O -0.072 1.665 1.312
28 H -0.253 1.659 2.306
29 H -0.424 2.551 1.056
30 O -0.016 -2.558 0.099
31 H 0.652 -3.023 -0.434
32 H -0.514 -3.179 0.601

Summary:
- strongest force on any atom (eV/Å) = 5.03
- charge = +2
- DFT total energy (Ha) = -812.9326

These are the natural (NBO) partial charges, in e, on atoms 1 to 6: number 1, Hf, carries 2.42; number 2, C, carries -0.24; number 3, O, carries -0.91; number 4, H, carries 0.23; number 5, H, carries 0.17; number 6, H, carries 0.14

DFT (ωB97M-V/def2-TZVPD) results for a cluster of 8 separate species, C2H20NO8 in total at a distorted geometry.

Element x y z (Å)
1 O -0.605 -0.634 0.308
2 C -0.777 -1.760 -0.082
3 C -1.857 -2.066 -1.088
4 N -2.972 -1.022 -1.100
5 H -0.130 -2.592 0.252
6 H -1.426 -1.931 -2.084
7 H -2.323 -3.029 -0.899
8 H -3.507 -1.187 -1.970
9 H -3.427 -0.930 -0.195
10 H -2.611 -0.085 -1.446
11 H -0.616 0.764 -3.541
12 H -0.042 -0.120 -2.502
13 O -0.896 0.244 -2.778
14 H -1.019 1.566 1.050
15 H 0.285 1.340 0.203
16 O -0.188 1.997 0.725
17 H 1.150 2.591 1.896
18 H 1.739 1.193 1.972
19 O 1.845 2.097 2.350
20 H 3.926 1.313 1.143
21 H 2.816 2.217 0.721
22 O 3.552 1.688 0.315
23 H 1.294 -0.849 -1.398
24 H 1.942 -1.566 -2.645
25 O 1.100 -1.325 -2.254
26 H -2.496 1.450 2.495
27 H -1.674 0.254 2.980
28 O -2.266 0.538 2.262
29 H 2.056 -1.545 1.449
30 H 3.091 -0.370 1.136
31 O 2.143 -0.607 1.154

Summary:
- strongest force on any atom (eV/Å) = 2.69
- charge = +2
- DFT total energy (Ha) = -744.1103
- spin multiplicity = 2

These are the natural (NBO) partial charges, in e, on atoms 1 to 6: number 1, O, carries -0.56; number 2, C, carries 0.45; number 3, C, carries -0.34; number 4, N, carries -0.70; number 5, H, carries 0.16; number 6, H, carries 0.30

DFT (ωB97M-V/def2-TZVPD) results for a cluster of 8 separate species, C2H21NO8 in total at a distorted geometry.

Element x y z (Å)
1 C 0.322 -1.379 -2.941
2 N 0.467 -0.219 -2.010
3 C 1.622 -0.166 -1.173
4 O 1.413 -0.963 0.045
5 H 1.220 -1.975 -2.958
6 H -0.015 -1.004 -3.902
7 H -0.553 -1.971 -2.690
8 H -0.401 -0.072 -1.496
9 H 2.443 -0.561 -1.800
10 H 1.835 0.835 -0.797
11 H 0.860 -1.789 -0.060
12 O -0.618 -2.548 -0.224
13 H -1.327 -2.219 0.398
14 H -0.813 -3.491 -0.300
15 O -2.323 -1.221 1.239
16 H -2.595 -0.652 0.512
17 H -1.818 -0.636 1.839
18 O -1.177 2.865 -2.848
19 H -2.034 2.510 -2.554
20 H -0.712 1.988 -2.815
21 O 2.303 -1.502 3.169
22 H 2.697 -0.910 2.500
23 H 1.962 -2.151 2.531
24 O -1.083 2.031 3.177
25 H -0.522 1.315 2.757
26 H -0.371 2.648 3.386
27 O 0.146 -0.076 2.273
28 H 0.513 -0.672 2.949
29 H 0.694 -0.162 1.464
30 O -0.460 4.224 0.311
31 H -1.241 3.793 0.664
32 H -0.434 4.130 -0.646

Summary:
- SMILES = CNCO.O.O.O.O.O.O.O
- strongest force on any atom (eV/Å) = 2.11
- DFT total energy (Ha) = -745.4493

These are the natural (NBO) partial charges, in e, on atoms 1 to 6: number 1, C, carries -0.42; number 2, N, carries -0.66; number 3, C, carries 0.10; number 4, O, carries -0.84; number 5, H, carries 0.20; number 6, H, carries 0.19

DFT (ωB97M-V/def2-TZVPD) results for a cluster of 9 separate species, C2H21NO9 in total at a distorted geometry.

Element x y z (Å)
1 C 0.825 -1.305 -1.075
2 C 1.904 -0.517 -0.595
3 N 2.738 -1.051 0.483
4 O 2.308 0.626 -0.976
5 H 0.768 -2.386 -0.876
6 H 0.880 -1.396 -2.267
7 H -0.220 -1.098 -0.938
8 H 3.207 -0.424 1.049
9 H 2.519 -1.840 1.047
10 O -0.504 0.115 3.203
11 H 0.372 -0.074 3.558
12 H -1.238 0.101 3.788
13 O -2.427 -0.102 0.339
14 H -2.461 0.585 -0.347
15 H -1.783 0.011 0.987
16 O -1.393 1.368 -3.146
17 H -1.699 2.148 -2.870
18 H -0.505 1.309 -3.066
19 O -2.280 -2.078 -1.650
20 H -1.570 -1.598 -1.303
21 H -3.067 -1.652 -1.512
22 O -1.509 -2.923 1.819
23 H -1.643 -3.222 1.020
24 H -1.799 -2.055 1.658
25 O 0.622 2.278 -1.843
26 H 1.130 1.520 -1.637
27 H 1.162 3.040 -1.997
28 O -0.278 1.273 0.850
29 H -0.413 1.750 0.048
30 H -1.249 1.057 1.060
31 O 2.894 1.989 1.687
32 H 2.015 1.650 1.880
33 H 2.692 2.900 1.621

Summary:
- SMILES = CC(N)=O.O.O.O.O.O.O.O.O
- strongest force on any atom (eV/Å) = 7.64
- DFT total energy (Ha) = -820.6021

These are the natural (NBO) partial charges, in e, on atoms 1 to 6: number 1, C, carries -0.75; number 2, C, carries 0.70; number 3, N, carries -0.82; number 4, O, carries -0.62; number 5, H, carries 0.26; number 6, H, carries 0.26

DFT (ωB97M-V/def2-TZVPD) results for a structure of composition C2H23FeO16P at a distorted geometry.

Element x y z (Å)
1 Fe -23.237 -9.422 -6.448
2 P -24.612 -8.378 -8.362
3 O -25.033 -8.998 -6.981
4 O -25.585 -7.177 -8.404
5 O -24.694 -9.286 -9.612
6 O -23.121 -8.145 -7.936
7 C -24.823 -11.435 -2.788
8 C -23.733 -11.380 -3.840
9 O -22.643 -11.959 -3.524
10 O -23.904 -10.729 -4.888
11 H -25.725 -11.921 -3.164
12 H -25.122 -10.429 -2.484
13 H -24.435 -11.902 -1.884
14 O -23.124 -11.251 -7.546
15 H -22.692 -11.363 -8.400
16 H -23.374 -12.140 -7.244
17 O -23.319 -14.878 -2.521
18 H -24.282 -14.910 -2.408
19 H -23.154 -13.998 -2.904
20 O -20.095 -12.349 -4.764
21 H -20.972 -12.212 -4.344
22 H -19.972 -13.303 -4.764
23 O -26.690 -9.871 0.336
24 H -26.536 -10.220 1.220
25 H -26.898 -10.644 -0.199
26 O -21.703 -11.564 -0.824
27 H -21.909 -11.365 -1.756
28 H -22.521 -11.948 -0.494
29 O -23.558 -13.665 0.360
30 H -23.684 -14.453 0.898
31 H -23.447 -14.004 -0.546
32 O -26.132 -14.625 -3.294
33 H -26.506 -13.847 -2.861
34 H -26.822 -15.297 -3.241
35 O -23.456 -13.936 -6.450
36 H -22.771 -13.599 -5.851
37 H -23.009 -14.585 -7.004
38 O -22.826 -8.111 -4.849
39 H -23.442 -7.954 -4.123
40 H -22.021 -7.635 -4.617
41 O -26.273 -12.039 -6.730
42 H -26.281 -12.925 -6.349
43 H -25.747 -11.506 -6.109

Summary:
- strongest force on any atom (eV/Å) = 3.84
- charge = -2
- DFT total energy (Ha) = -2899.0768
- spin multiplicity = 5

These are the natural (NBO) partial charges, in e, on atoms 1 to 6: number 1, Fe, carries 1.45; number 2, P, carries 2.47; number 3, O, carries -1.26; number 4, O, carries -1.26; number 5, O, carries -1.26; number 6, O, carries -1.28

DFT (ωB97M-V/def2-TZVPD) results for a cluster of 9 separate species, C2H24NO8 in total at a distorted geometry.

Element x y z (Å)
1 C 0.945 -0.317 2.570
2 C -0.558 -0.096 2.237
3 N -1.086 -0.765 0.922
4 H 1.454 0.503 3.157
5 H 1.271 -1.226 3.084
6 H 1.430 -0.495 1.622
7 H -1.293 -0.097 3.005
8 H -0.462 1.057 1.898
9 H -0.909 -1.732 0.805
10 H -0.420 -0.286 0.400
11 H -2.106 -0.553 0.987
12 H -0.996 2.472 -1.932
13 H 0.231 3.319 -1.329
14 O -0.195 2.419 -1.465
15 H 1.127 2.531 0.641
16 H 1.780 3.430 1.608
17 O 1.220 3.430 0.876
18 H -4.370 -0.805 1.968
19 H -3.932 -0.348 0.558
20 O -3.602 -0.880 1.309
21 H 1.513 -0.868 -1.840
22 H 2.858 -1.312 -2.486
23 O 2.443 -0.848 -1.703
24 H 2.324 -3.066 0.619
25 H 1.856 -2.062 -0.358
26 O 1.377 -2.690 0.266
27 H -2.513 -2.129 -1.848
28 H -1.701 -1.117 -2.465
29 O -2.156 -1.304 -1.688
30 H -0.521 -0.043 -4.207
31 H -0.028 0.749 -3.086
32 O -0.270 -0.197 -3.315
33 H 1.212 1.592 -0.635
34 H 2.489 0.751 -0.235
35 O 1.586 0.984 0.065

Summary:
- strongest force on any atom (eV/Å) = 4.86
- charge = +1
- DFT total energy (Ha) = -746.9867

These are the natural (NBO) partial charges, in e, on atoms 1 to 6: number 1, C, carries -0.65; number 2, C, carries -0.22; number 3, N, carries -0.69; number 4, H, carries 0.24; number 5, H, carries 0.23; number 6, H, carries 0.24